Molecular formula: C4H11BFNSZn
Method: DFT, wB97M-V/def2-TZVPD

Calculated values
Electronic energy   -68442.466 eV
Gap between HOMO and LUMO   4.3 eV
E_HOMO   -16.68 eV
LUMO   -12.35 eV
Net charge   +2
Relative energy (zero: lowest compared OMol25 entry of this formula, charge and spin)   0.0 kcal per mole

The geometry in XYZ format:
```
20
Properties=species:S:1:pos:R:3:forces:R:3
N -2.30597 -1.50145 0.96419 1.1 0.5 0.5
C -1.89470 -1.40774 -0.37178 -0.2 0.1 -0.8
B -0.39600 -0.67168 -0.46929 -0.1 0.0 0.9
S -0.28585 -0.10340 -2.34399 -0.2 0.3 -1.8
C 0.65566 -0.50561 0.59591 0.4 0.4 -0.5
C 1.77507 0.53728 0.31504 0.0 -0.3 0.8
C 1.49744 1.81808 1.05579 0.2 0.0 0.0
F 0.43717 2.46570 0.41393 -0.1 0.0 0.0
H -1.70797 -2.07423 1.55393 -0.3 -0.3 -0.1
H -2.43271 -0.61518 1.44600 -0.6 0.0 -0.1
H -1.69907 -2.39797 -0.80282 0.1 0.0 0.0
H -2.63006 -0.92275 -1.00878 -0.1 0.1 0.1
H -0.95550 1.05876 -2.31233 -0.4 -0.1 0.6
H 0.12896 -0.23170 1.51725 0.0 -0.1 0.1
H 1.11602 -1.48424 0.79879 -0.2 -0.1 0.0
H 1.89260 0.74542 -0.74589 0.1 0.0 0.0
H 2.71232 0.14116 0.70373 0.1 0.0 -0.2
H 1.20908 1.63746 2.09179 -0.1 0.0 0.0
H 2.37972 2.45556 1.07214 -0.1 0.2 -0.2
Zn 0.50379 1.05652 -4.47361 0.2 -0.5 0.8
```
Positions in Å, forces in eV/Å.

Mulliken population analysis, charges in e, atoms 1 to 8:
1 N -0.424
2 C -0.425
3 B 0.145
4 S -0.023
5 C -0.399
6 C -0.551
7 C -0.457
8 F -0.296

=====

Molecular formula: ClH4N2PS
Method: DFT, wB97M-V/def2-TZVPD

Calculated values
Electronic energy   -35692.145 eV
Gap between HOMO and LUMO   9.6 eV
E_HOMO   -9.85 eV
LUMO   -0.22 eV
Relative energy (zero: lowest compared OMol25 entry of this formula, charge and spin)   38.6 kcal per mole

The geometry in XYZ format:
```
9
Properties=species:S:1:pos:R:3:forces:R:3
N -1.65202 0.25573 -2.32622 0.9 0.0 0.4
N 0.68802 -0.76935 2.05513 0.0 0.0 -0.1
P -0.45350 0.78251 -1.49965 -0.9 1.2 0.4
S -0.11520 2.32382 -0.37416 -0.2 -1.2 -0.8
Cl 1.04604 -0.47133 -1.78023 0.3 -0.2 0.0
H 1.52587 -0.21844 1.90832 0.0 0.0 0.0
H -2.48722 0.82242 -2.27446 -0.1 0.2 0.1
H 0.66852 -1.49000 1.34173 0.1 0.0 0.1
H 0.77948 -1.23536 2.94955 0.0 0.0 0.0
```
Positions in Å, forces in eV/Å.

Mulliken population analysis, charges in e, atoms 1 to 8:
1 N -0.591
2 N -0.626
3 P 0.720
4 S -0.274
5 Cl -0.145
6 H 0.217
7 H 0.279
8 H 0.205

=====

Molecular formula: C46H56BaCl5N4P2
Method: DFT, wB97M-V/def2-TZVPD

Calculated values
Electronic energy   -136459.162 eV
Gap between HOMO and LUMO   6.1 eV
E_HOMO   -3.95 eV
LUMO   2.16 eV
Net charge   -1
Relative energy (zero: lowest compared OMol25 entry of this formula, charge and spin)   16.8 kcal per mole

The geometry in XYZ format:
```
114
Properties=species:S:1:pos:R:3:forces:R:3
Ba -0.50594 0.23939 -0.12617 0.2 -0.4 0.0
C 1.39732 -4.91312 1.34673 -0.1 0.0 0.0
C 2.26817 -3.82414 0.72397 0.0 0.0 0.0
C 2.90477 -2.96490 1.81632 0.0 0.0 0.0
P 1.40742 -2.66105 -0.46379 0.1 0.1 0.1
C 0.60979 -3.77093 -1.72774 0.0 0.0 0.0
C -0.72526 -4.26564 -1.16131 -0.1 0.0 0.0
C 1.41364 -4.92420 -2.32215 0.1 -0.1 0.0
C 2.88821 -1.94117 -1.26180 0.0 0.0 0.0
C 3.87124 -2.80792 -1.74779 0.0 0.0 0.0
C 5.08645 -2.38002 -2.24854 0.0 0.0 0.0
C 5.34327 -1.01239 -2.21354 0.0 0.1 0.0
C 4.40793 -0.12545 -1.73373 0.0 0.0 0.0
C 3.11961 -0.52361 -1.26079 0.0 -0.1 0.0
N 2.21290 0.34359 -0.73610 0.2 -0.1 0.0
C 2.39613 1.71800 -0.88076 0.0 -0.1 0.0
C 2.71280 2.31298 -2.11727 0.0 0.0 0.0
C 2.76635 3.67978 -2.28230 0.0 0.0 0.0
C 2.48585 4.52603 -1.21628 0.0 0.0 0.0
C 2.17834 3.97026 0.01150 -0.1 0.0 0.0
C 2.14778 2.58636 0.21292 0.1 0.1 0.1
P 1.77068 1.85027 1.85269 0.0 -0.2 -0.1
C 3.45581 1.46085 2.55571 0.0 0.1 0.0
C 4.37829 0.75726 1.56944 0.0 -0.1 -0.1
C 3.29337 0.62864 3.82773 0.0 -0.1 0.1
C 1.23701 3.31536 2.87917 0.0 0.0 0.0
C 0.45641 2.85879 4.11536 0.0 0.0 0.0
C 2.32247 4.30675 3.30004 0.1 0.0 0.1
H 1.96891 -5.43027 2.12335 0.0 0.0 0.0
H 1.08336 -5.66306 0.61893 0.0 0.1 0.0
H 0.50067 -4.50398 1.82053 0.0 0.0 0.0
H 3.07569 -4.31949 0.17910 0.0 0.0 0.0
H 2.13970 -2.45217 2.40846 0.0 0.0 0.0
H 3.56778 -2.20823 1.39386 0.0 -0.1 0.0
H 3.49147 -3.58863 2.49745 0.0 0.0 0.0
H 0.37736 -3.06340 -2.53164 0.0 0.0 -0.1
H -0.60090 -4.87889 -0.26858 0.0 0.0 -0.1
H -1.24474 -4.87850 -1.90195 0.0 0.0 0.0
H -1.37483 -3.42975 -0.90249 0.0 0.0 0.0
H 1.85710 -5.55711 -1.54460 0.0 0.1 -0.1
H 2.21616 -4.56924 -2.96788 0.0 0.0 0.0
H 0.75871 -5.56189 -2.92471 0.0 0.0 0.0
H 3.68694 -3.87465 -1.71239 0.0 0.1 0.0
H 5.81865 -3.08600 -2.61960 0.0 0.0 0.0
H 6.30131 -0.62795 -2.54937 0.0 0.0 0.0
H 4.67834 0.91908 -1.69057 0.0 0.0 0.0
H 2.86228 1.66815 -2.97509 0.0 0.0 0.0
H 2.98832 4.09107 -3.26092 0.0 0.0 0.0
H 2.49328 5.60209 -1.34412 0.0 0.0 0.0
H 1.94880 4.63712 0.83259 0.0 0.0 -0.1
H 3.92487 2.41198 2.81725 0.0 0.0 0.0
H 3.95720 -0.19147 1.23274 0.1 0.1 0.0
H 5.34223 0.55813 2.04952 0.0 0.0 0.0
H 4.55929 1.36343 0.68064 0.0 0.0 0.1
H 2.80615 -0.32516 3.60291 0.0 0.0 0.0
H 2.69616 1.13430 4.58928 0.1 0.0 -0.1
H 4.27340 0.40799 4.26283 0.0 0.0 0.0
H 0.52007 3.82161 2.22570 0.0 0.0 0.0
H 1.09711 2.32702 4.82431 -0.1 0.1 0.0
H -0.36931 2.20380 3.84793 0.0 0.0 0.0
H 0.04283 3.72814 4.63656 0.0 0.0 0.0
H 2.93722 3.88390 4.10041 0.0 0.0 0.0
H 1.86398 5.21840 3.69475 0.0 0.0 0.0
H 2.99204 4.59088 2.48576 0.0 0.0 0.1
C -1.41734 -2.40398 2.08211 -0.1 0.0 -0.1
N -1.89393 -1.02380 2.16139 0.0 0.1 0.0
C -1.42171 -0.40552 3.39830 0.0 0.0 0.0
C -3.33474 -0.98636 1.98031 -0.1 0.0 0.1
C -4.17505 -1.22709 3.05876 0.1 -0.1 0.0
C -5.55654 -1.26652 2.92432 0.0 0.0 0.1
C -6.09116 -1.09131 1.65592 0.0 0.0 -0.1
C -5.27234 -0.84682 0.57081 0.0 0.0 0.0
C -3.86323 -0.74312 0.68317 0.0 -0.1 0.1
N -3.03534 -0.49018 -0.37291 -0.3 -0.1 0.0
C -3.51504 0.27820 -1.42756 0.0 0.0 0.1
C -4.37039 1.38128 -1.23375 0.0 0.0 -0.1
C -4.73832 2.22316 -2.26592 0.0 0.0 0.1
C -4.25998 1.99971 -3.55010 0.0 0.0 -0.1
C -3.42024 0.92057 -3.77311 0.0 0.1 -0.1
C -3.03389 0.06947 -2.74339 -0.2 0.3 0.2
N -2.18328 -1.04978 -2.99750 0.1 -0.2 0.0
C -2.98804 -2.27051 -2.98650 0.0 0.1 0.1
C -1.44522 -0.96877 -4.24474 0.1 -0.1 -0.1
H -1.83715 -3.01471 2.89668 0.1 0.0 0.0
H -1.72880 -2.84378 1.13324 0.0 0.0 0.1
H -0.32574 -2.43071 2.13551 0.0 0.0 0.0
H -1.62525 -1.01556 4.29095 0.0 0.0 0.0
H -0.33885 -0.25510 3.33832 0.0 0.0 0.0
H -1.89867 0.56464 3.52724 0.0 0.0 0.0
H -3.73228 -1.39099 4.03558 0.0 0.0 0.0
H -6.19271 -1.43964 3.78308 0.0 0.0 0.0
H -7.16504 -1.14323 1.50525 0.0 0.0 0.0
H -5.71612 -0.70700 -0.40633 0.0 0.0 0.0
H -4.70386 1.59306 -0.22525 0.0 0.0 0.0
H -5.37395 3.07752 -2.05469 0.0 0.0 0.0
H -4.52165 2.66413 -4.36494 0.0 0.0 0.0
H -3.03632 0.75041 -4.77363 -0.1 0.1 0.1
H -3.77706 -2.22071 -3.75248 0.0 0.0 0.0
H -2.35488 -3.12337 -3.20829 0.1 -0.2 0.0
H -3.44482 -2.40099 -2.00600 0.0 0.0 0.0
H -2.09069 -1.05524 -5.13414 0.0 0.0 0.0
H -0.90158 -0.02724 -4.30364 0.0 -0.1 0.0
H -0.72764 -1.79002 -4.28068 0.0 0.0 0.0
Cl -2.45850 2.80898 1.77847 0.1 0.2 -0.3
C -2.22262 3.46661 0.12706 -0.1 0.0 0.4
C -1.38615 2.77112 -0.70085 0.0 0.2 -0.1
C -1.31817 3.23544 -1.98788 0.1 0.0 -0.3
Cl -0.33773 2.29613 -3.14430 -0.2 0.3 0.2
C -1.99692 4.35358 -2.45687 -0.1 0.0 0.2
Cl -1.87389 4.88270 -4.09387 0.0 0.0 -0.1
C -2.81181 5.04436 -1.55654 0.0 0.0 0.0
Cl -3.69319 6.43601 -2.08302 0.0 0.0 0.0
C -2.94168 4.59733 -0.23915 0.1 -0.1 -0.2
Cl -3.98900 5.42064 0.85910 0.0 0.0 0.0
```
Positions in Å, forces in eV/Å.

Mulliken population analysis, charges in e, atoms 1 to 8:
1 Ba 0.963
2 C -1.743
3 C 0.412
4 C -1.648
5 P 1.382
6 C 0.954
7 C -0.909
8 C -1.759